C3H13Ba3O4 as an isolated structure in a non-equilibrium geometry, computed with ωB97M-V with the def2-TZVPD basis set.

Properties
Electronic energy (a.u.): -497.2396
HOMO energy (eV): -22.05
Multiplicity: 1
Frontier orbital gap (eV): 2.247
Total charge: +5

Structure (XYZ):
```
23
Properties=species:S:1:pos:R:3:forces:R:3
H -3.5120 3.1812 -0.5153 -0.1373 0.2047 0.2817
H -1.7563 -1.2267 1.9523 0.1471 -0.3010 0.1536
H -2.7780 0.9062 -0.2844 0.1242 0.0135 -0.2626
C -0.9165 -1.3831 1.2644 -0.1613 1.4833 0.5484
C 1.0674 -1.0913 -1.5793 0.5463 0.1281 -0.3548
H 0.5405 -1.9320 -2.0234 0.0266 -0.0792 0.0594
O 2.3868 -0.8914 -2.1998 0.1637 0.3428 0.7824
H 0.4785 -0.1863 -1.7382 -0.0724 -0.0483 0.1154
H -1.9313 1.9397 -1.4657 0.3691 -0.0324 0.0607
H 0.0398 -1.3203 1.8801 0.0809 -0.2633 0.1925
H -1.2936 1.6130 0.2546 0.2860 0.2908 -0.3309
H 1.0281 0.3474 0.6430 -0.1932 0.1340 0.2042
O 1.7775 0.8190 1.0610 2.2428 0.7682 0.8577
C -2.1633 1.8130 -0.4064 -1.0314 -0.3223 0.6377
H -0.9033 -0.4625 0.6584 -0.0668 -0.2339 -0.2068
Ba 3.9342 0.7554 -0.6232 -0.0965 -1.0608 -3.3661
O -0.9986 -2.4646 0.4545 0.5823 -0.6587 -0.3437
H 2.4907 -1.5406 -2.9160 0.1917 0.2090 -0.1109
Ba 3.1135 -0.5350 2.9845 -0.8925 -2.0590 1.5003
H -1.0437 -3.2789 0.9759 -0.3822 -0.0816 -0.1917
H 1.2723 -1.3126 -0.5271 -0.4065 -0.1480 0.0313
Ba 2.0170 3.3341 2.0103 -1.8645 1.8034 0.1403
O -2.8498 2.9162 0.1396 0.5438 -0.0893 -0.3981
```
Forces are in eV/Å.

A 2-piece molecular cluster, C2H3NO2S overall in a non-equilibrium geometry, computed with ωB97M-V with the def2-TZVPD basis set.

Properties
Electronic energy (a.u.): -681.2025
HOMO energy (eV): -10.58
Multiplicity: 1
Frontier orbital gap (eV): 10.815
SMILES: O=[N+]([O-])S.C#C

Structure (XYZ):
```
9
Properties=species:S:1:pos:R:3:forces:R:3
N -1.3039 -0.8160 -1.0626 0.3768 0.1972 -0.3345
O -1.5282 -1.8727 -1.5307 -0.7993 -2.6416 -0.5942
C 1.6494 1.2871 1.1787 -0.5019 1.2082 -0.3122
H 2.5689 0.4427 -0.6200 0.5054 -0.9538 -1.4815
C 1.9439 0.7331 0.1431 -0.3010 1.2875 2.5196
S -1.6946 -0.4646 0.5749 1.5694 4.9623 0.2812
O -0.7780 0.0880 -1.6448 0.3879 1.3569 -0.0011
H -2.1902 -1.4759 1.0668 -1.5525 -3.8764 0.6423
H 1.3326 2.0783 1.8945 0.3151 -1.5403 -0.7196
```
Forces are in eV/Å.

C15H34GeNO4Pd as an isolated structure in a non-equilibrium geometry, computed with ωB97M-V with the def2-TZVPD basis set.

Properties
Electronic energy (a.u.): -3150.6054
HOMO energy (spin up / spin down) (eV): -16.00 / -20.45
Multiplicity: 6
Frontier orbital gap (spin up / spin down) (eV): 2.946 / 5.557
Expectation value of S²: 8.799
Total charge: +4

Structure (XYZ):
```
56
Properties=species:S:1:pos:R:3:forces:R:3
C 4.1150 5.9877 17.2208 0.3943 0.3157 1.5623
H 5.3023 4.3037 18.1204 0.0403 -0.0601 1.5654
Ge 5.0103 7.4834 19.5048 -0.0947 0.0342 0.4275
H 10.0641 6.1824 17.2637 0.5576 0.1935 -0.1241
H 2.5644 1.2028 5.1806 1.4068 -0.6850 0.0194
C 3.5860 0.8643 5.5749 -1.5424 0.2579 -0.0165
C 6.9232 12.1489 15.2039 -0.3132 -1.8439 -3.6826
H 6.2025 12.4720 14.4169 0.3833 0.0232 0.2817
H 4.6814 6.5422 15.2637 0.8760 -0.1877 -0.7911
N 3.5187 1.2058 6.9625 -0.0984 1.0679 0.3623
H 0.1071 11.2786 14.6232 -0.2307 0.2250 0.2111
C 3.1992 2.5719 7.2456 -0.3211 0.5948 2.8592
H 2.1542 6.7642 18.0312 0.3237 0.1021 -0.2706
H 4.1223 3.1760 7.2762 -0.2232 -0.2331 -0.0272
H 6.6686 12.5491 16.0808 -0.8881 1.5725 3.5126
H 4.3735 1.4561 5.0945 -0.0844 -0.0520 -0.0691
H 3.1060 5.8483 19.2261 0.0631 -0.1510 -0.6803
H 0.3894 10.1568 13.1470 0.5348 0.8026 0.7192
H 2.5183 2.9764 6.5563 -0.6041 0.3182 -1.3689
H 7.9394 10.3930 13.3350 -0.6293 -0.1418 0.2344
H 10.8487 5.5256 15.7933 0.0934 -0.2023 -0.1300
H 7.5192 8.8792 14.1586 -0.0148 0.4105 0.2075
H 11.0004 7.1809 16.1357 1.7734 2.2224 -0.0768
H 3.3539 7.5993 15.8819 0.4419 -1.7009 0.1903
H 5.8471 4.4174 11.8261 0.0601 -0.0392 0.0294
H 4.9434 3.9251 10.3125 -0.5938 0.7072 -1.9066
C 3.8074 6.5385 15.8794 -0.8839 1.7116 0.2073
C 9.1397 6.7500 13.9919 -2.2592 -0.2855 0.3286
H 6.2529 9.7567 13.3999 -0.6793 0.3864 -0.6606
C 0.7868 10.8623 13.9122 -0.4476 -1.1093 -0.7708
H 2.6748 2.6600 8.2502 0.9835 -0.2795 -1.0117
Pd 6.2863 8.0750 16.0798 0.3552 -0.8471 -0.5177
H 7.8904 12.4500 14.8595 0.7425 0.3297 -0.2437
H 3.7531 -0.1916 5.5185 0.0572 -0.5382 -0.5849
H 3.1248 5.8525 15.4151 -0.5558 -0.1635 -0.5148
C 7.1556 9.9124 13.9549 1.1243 -0.6086 0.1402
H 1.8365 11.0739 13.9961 0.1718 0.0672 -0.1452
H 4.1478 3.9539 16.8558 0.5258 -0.0545 0.0407
O 4.0448 0.8098 9.1715 -0.9331 -1.0365 -3.6923
H 8.1042 6.5384 13.6233 0.6442 0.2031 0.2068
H 5.0605 2.7223 11.6207 0.0774 -0.3513 0.3987
H 9.7886 6.0787 13.4578 0.6456 -0.0692 0.2473
O 6.5029 10.0803 16.2279 -0.1498 -0.0651 0.4860
H 4.3277 -0.6137 7.6601 -0.7817 0.6620 0.3235
C 4.8849 4.6840 17.2321 -0.7837 0.2432 -2.1742
C 3.9056 0.3765 7.9833 2.0853 -0.1963 3.0029
H 5.7220 4.7401 16.5325 -0.1260 -0.0721 -0.1983
C 6.8504 10.6784 15.1950 0.3287 0.6852 -0.1904
C 5.2919 3.6961 11.2522 0.4587 -0.3159 1.4935
C 9.1133 6.7146 15.4965 2.9599 -0.8787 -2.4510
H 2.3747 5.0281 17.8678 -0.2401 -0.0292 0.1620
C 2.8846 5.9555 18.1264 0.1563 -0.0790 0.7969
O 5.1717 7.0596 17.8242 -0.1610 0.1905 -0.1004
H 9.3328 7.7869 13.7752 0.4948 0.4627 -0.4925
C 10.3582 6.3884 16.2279 -2.2014 -2.5528 0.7917
O 8.1562 7.0549 16.1416 -2.9187 1.0401 2.0839
```
Forces are in eV/Å.

- Which of these has the highest electronic energy?
  C3H13Ba3O4

- Among the records above, which one has the highest electronic energy?
  C3H13Ba3O4